Record 1
This record from the OMol25 dataset describes a structure of composition C20H9BeBrCl5N2O3 at a distorted geometry. The level of theory is ωB97M-V/def2-TZVPD.

Geometry (Å):
Be  0.73412  -0.49491  -0.88618
Cl  4.31208  5.06904  1.03371
C  3.91583  3.74956  0.04593
C  2.88773  3.83991  -0.94623
Cl  2.55733  5.33491  -1.65739
C  2.17505  2.74014  -1.30608
Cl  0.90766  2.80869  -2.50643
C  2.56490  1.41762  -0.88005
O  1.93969  0.35468  -1.27628
C  3.69592  1.34139  -0.01072
Cl  4.21846  -0.22494  0.49727
C  4.39964  2.47721  0.39530
Cl  5.84371  2.30670  1.31597
C  1.01514  -2.09056  -0.33409
C  0.67773  -2.52010  1.00573
C  -0.65978  -2.88486  1.31733
C  -0.97139  -3.38036  2.60148
C  0.06550  -3.52295  3.53950
C  1.36816  -3.16118  3.27401
C  1.69412  -2.64130  2.02897
C  -0.14719  -4.18126  4.80416
N  -0.23321  -4.74264  5.83217
H  0.30351  -2.57429  -1.06826
H  2.07644  -2.19869  -0.59928
H  -1.42648  -2.84886  0.52807
H  -2.02579  -3.60178  2.95754
H  2.11725  -3.35724  4.04864
H  2.70547  -2.36080  1.93997
Br  -7.04198  1.22269  -1.93343
C  -5.20500  1.49305  -2.08512
C  -4.74646  2.35864  -3.08482
N  -3.47414  2.49796  -3.34668
C  -2.54164  1.71160  -2.76396
C  -2.91224  0.85399  -1.70670
C  -4.29925  0.78722  -1.32326
C  -1.91903  0.04920  -0.90906
O  -2.32152  -0.57301  0.07122
O  -0.65424  0.07293  -1.36575
H  -5.43867  3.00959  -3.61559
H  -1.46984  1.74674  -3.08104
H  -4.68760  0.11629  -0.55057

Calculated values
E: -5992.71795 Ha
Charge: -1
Gap between HOMO and LUMO: 0.274 hartree



Record 2
This record from the OMol25 dataset describes a structure of composition C20H9Cl2NO6OsTe at a distorted geometry. The level of theory is ωB97M-V/def2-TZVPD.

Geometry (Å):
Os  -0.58435  0.84747  0.57722
Cl  -4.29616  4.00191  -0.57247
C  -4.39981  2.29427  -0.33553
C  -5.65898  1.65504  -0.46111
C  -5.78512  0.31635  -0.29109
Cl  -7.34408  -0.44395  -0.44731
C  -4.65028  -0.46812  0.01803
C  -4.64842  -1.86822  0.20454
C  -3.48374  -2.51835  0.49148
C  -2.29862  -1.78036  0.60755
N  -2.27031  -0.47512  0.44820
C  -3.42729  0.19891  0.14582
C  -3.27758  1.58674  -0.03792
O  -2.04593  2.12251  0.08809
H  -6.53220  2.25178  -0.69820
H  -5.57833  -2.41632  0.11701
H  -3.45685  -3.59079  0.63606
H  -1.35603  -2.25572  0.84787
O  4.50662  -2.65562  -0.67188
C  3.47858  -2.08824  -0.51733
C  2.60145  -1.44056  -1.63345
O  2.80904  -1.47986  -2.80327
C  1.47716  -0.76759  -0.90125
C  1.61128  -1.01083  0.48323
O  0.76213  -0.48723  1.27461
C  2.75075  -1.85538  0.83344
O  3.09269  -2.26946  1.90319
O  0.54636  -0.09266  -1.36533
Te  0.98938  2.85380  0.48747
C  2.85803  1.91870  0.32347
C  3.44956  1.81559  -0.93448
C  4.63373  1.09954  -1.08478
C  5.22098  0.48782  0.01732
C  4.63199  0.59438  1.27239
C  3.44772  1.30983  1.42978
H  2.97348  2.25650  -1.80453
H  5.08049  0.99850  -2.06976
H  6.13018  -0.08814  -0.10619
H  5.07522  0.09357  2.12777
H  2.96727  1.34929  2.40132

Calculated values
E: -2552.76841 Ha
Charge: 0
2S+1: 5
Gap between HOMO and LUMO (alpha / beta): 0.268 / 0.230 hartree
Expectation value of S²: 6.0401